Record 1
# C35H42F4GeN6O2SSc

C35H42F4GeN6O2SSc as an isolated structure (wB97M-V/def2-TZVPD, OMol25).

spin multiplicity: 2
expectation value of S²: 0.755
E_HOMO (alpha / beta): -12.7 / -13.3 eV
energy above the lowest of the compared OMol25 structures with the same formula, charge and spin: 0.000 eV
net charge: +2
lowest unoccupied orbital energy (alpha / beta): -5.0 / -7.1 eV

Last column: Löwdin charge in e.
Element x y z (Å)
H 2.210 2.597 -3.134  0.065
N 2.992 0.426 -1.457  -0.077
H -0.711 2.700 1.051  0.081
C 0.091 -0.513 -5.050  -0.062
H -0.046 -3.642 3.619  0.116
H 1.944 2.154 1.477  0.101
O 0.313 -2.906 -0.558  -0.365
C -3.175 -1.676 2.453  -0.222
C -0.419 3.168 0.117  -0.121
H -5.265 2.025 1.400  0.120
F -3.985 0.740 4.952  0.136
C -1.055 -0.027 -2.957  -0.318
C -0.512 2.449 -1.078  -0.334
H 1.091 0.056 -3.287  0.081
C 2.828 -0.579 3.225  -0.063
H 3.423 -0.044 3.972  0.117
C -3.593 -0.801 -0.630  -0.137
H -3.246 -0.939 -5.398  0.118
H 0.531 -3.970 -2.318  0.110
H 1.014 -0.585 -5.613  0.115
H -5.444 -1.859 -0.403  0.121
C -0.017 -3.107 -1.946  -0.024
N 4.641 0.527 -2.886  0.170
C 3.603 -0.775 -1.356  -0.715
C -5.494 0.068 0.550  -0.052
C -3.493 1.390 0.368  -0.082
H 0.885 -4.856 2.059  0.146
C 1.092 -4.053 1.356  -0.147
H -0.248 2.559 -3.221  0.103
H 4.556 -0.362 1.276  0.068
H 1.200 1.214 -1.307  0.026
H 3.348 -1.499 2.960  0.103
C -0.164 3.085 -2.275  -0.118
C -2.263 -0.333 -3.591  -0.090
H -0.918 -4.118 0.584  0.141
C -2.091 0.583 3.623  -0.135
H 0.673 6.144 -1.078  0.119
H -1.091 -3.264 -2.051  0.113
H 1.864 -0.815 3.662  0.053
C 0.117 -0.127 -3.718  -0.152
C 0.109 -4.093 0.223  -0.151
C 0.006 4.489 0.121  -0.050
H 4.593 1.021 2.384  0.110
H 0.500 4.902 -3.207  0.121
H -3.202 -0.254 -3.053  0.095
O 0.934 -2.772 2.011  -0.311
C -3.890 -1.047 3.449  0.099
C -4.793 1.233 0.832  -0.053
H 3.336 3.257 -1.939  0.100
C -2.296 -0.719 -4.926  -0.047
C 4.042 0.551 1.565  -0.083
H 1.626 -3.105 3.951  0.112
C 2.016 1.516 2.363  -0.191
H 2.129 1.450 -0.015  0.073
C 3.245 2.572 -2.784  0.030
C -4.896 -0.951 -0.185  -0.063
N 1.864 0.747 -0.699  0.069
H 5.284 -1.387 -2.430  0.175
C -1.338 -0.051 2.628  -0.171
H -4.852 -1.416 3.776  0.155
H -6.515 -0.044 0.895  0.120
F -1.684 1.701 4.232  0.106
C 0.350 5.110 -1.076  -0.049
F -1.266 -1.744 1.052  -0.011
C 0.260 4.410 -2.272  -0.066
H 0.696 0.964 3.958  0.131
C 0.698 -2.870 3.433  -0.026
N -0.063 0.260 2.115  -0.071
H 0.281 -2.222 -2.489  0.063
C -1.962 -1.162 2.078  -0.168
H -3.132 -1.607 -1.193  0.105
H -1.150 -1.118 -6.697  0.118
C -1.123 -0.814 -5.658  -0.050
C -2.880 0.376 -0.371  -0.320
H 4.056 1.257 0.735  0.088
H 3.896 2.914 -3.584  0.106
Sc 0.829 -0.953 0.666  0.899
N 2.664 0.246 2.006  -0.301
C 0.638 1.278 2.913  -0.210
C 3.648 1.197 -2.404  -0.305
H 0.297 -1.915 3.767  0.085
C -3.330 0.082 4.005  -0.202
H 2.121 -4.149 1.022  0.105
Ge -1.139 0.624 -1.123  1.099
F -3.628 -2.778 1.859  0.121
H 2.628 2.070 3.084  0.148
S 3.120 -2.036 -0.353  0.803
N 4.602 -0.675 -2.222  0.075
H -2.972 2.318 0.576  0.099
H 0.287 -4.973 -0.396  0.148
H 0.057 5.042 1.052  0.118
H 0.113 2.229 2.931  0.114

=====

Record 2
# C35H42F8O33

A 11-piece molecular cluster, C35H42F8O33 overall in a non-equilibrium geometry (wB97M-V/def2-TZVPD, OMol25).

E_HOMO: -10.9 eV
energy above the lowest of the compared OMol25 structures with the same formula, charge and spin: 4.579 eV
net charge: 0
lowest unoccupied orbital energy: -0.2 eV
structure (SMILES): O=C1OC[C@@H](F)O1.O=C1OC[C@@H](F)O1.O=C1OC[C@@H](F)O1.O=C1OC[C@@H](F)O1.O=C1OC[C@@H](F)O1.O=C1OC[C@@H](F)O1.O=C1OC[C@@H](F)O1.O=C1OC[C@@H](F)O1.C[C@H]1COC(=O)O1.C[C@H]1COC(=O)O1.COC(=O)OC

Last column: Löwdin charge in e.
Element x y z (Å)
C -21.581 -25.655 -5.193  -0.441
C -22.762 -23.892 -4.540  -0.076
O -30.961 -24.494 -10.723  0.148
C -23.561 -14.415 -12.566  -0.493
H -25.743 -22.187 -6.070  0.079
C -25.502 -19.562 -1.427  -0.462
H -18.228 -21.772 -10.554  0.169
O -30.196 -24.907 -8.621  0.077
H -22.536 -16.690 -7.526  0.134
O -24.368 -19.782 -0.643  0.077
O -18.650 -15.164 -9.546  0.057
H -17.107 -16.071 -8.560  0.154
C -18.160 -22.746 -8.488  -0.005
O -28.569 -22.474 -4.876  0.127
O -28.880 -22.264 -2.661  0.173
O -25.579 -16.717 -6.943  0.115
F -29.696 -21.262 -0.805  0.123
C -20.026 -15.238 -9.504  -0.546
O -20.801 -14.475 -10.071  0.150
O -23.708 -16.525 -5.852  0.177
O -25.239 -19.953 -2.669  0.058
H -30.750 -21.998 -7.336  0.149
H -24.881 -15.735 -8.603  0.153
C -28.773 -21.238 -1.722  -0.353
C -28.893 -17.124 -7.326  -0.327
H -21.690 -20.651 0.035  0.084
O -25.306 -20.346 -6.961  -0.008
H -25.724 -20.686 -5.076  0.091
H -17.084 -22.919 -8.517  0.143
H -22.515 -17.357 -13.117  0.146
O -18.601 -21.928 -7.398  0.060
C -28.851 -16.060 -6.212  -0.001
C -18.107 -16.289 -8.933  -0.059
C -22.281 -20.990 -0.816  -0.019
C -21.292 -23.373 -4.707  -0.257
O -24.931 -24.085 -7.390  0.064
H -23.889 -21.618 -2.824  0.131
F -21.026 -22.823 -3.508  0.056
F -23.073 -14.851 -7.145  0.149
H -30.248 -20.018 -2.749  0.155
H -26.868 -24.046 -6.547  0.114
H -30.638 -24.610 -6.650  0.136
C -23.922 -20.467 -6.980  -0.496
O -23.494 -19.733 -8.011  -0.011
C -18.681 -21.732 -9.564  -0.369
H -23.556 -20.025 -3.669  0.132
H -26.705 -26.769 -7.147  0.177
C -30.128 -22.747 -7.826  -0.204
O -23.684 -13.220 -12.803  0.153
C -30.242 -18.993 -7.315  -0.524
H -21.530 -16.113 -12.299  0.144
H -29.031 -24.397 -6.867  0.105
O -28.539 -20.402 -3.748  0.043
H -24.414 -16.965 -11.645  0.178
O -23.734 -15.009 -11.328  0.111
H -27.074 -20.978 -6.139  0.076
H -29.638 -16.261 -5.484  0.095
C -23.495 -16.411 -11.453  -0.348
O -24.951 -26.152 -8.099  0.151
O -25.519 -16.959 -4.702  0.135
H -21.056 -22.676 -5.511  0.161
C -24.189 -25.059 -7.938  -0.553
C -22.539 -16.403 -12.591  -0.068
H -23.538 -23.194 -4.857  0.112
O -22.981 -15.312 -13.369  0.083
H -27.366 -18.606 -7.577  0.132
H -28.662 -16.652 -8.281  0.155
C -30.684 -24.136 -9.595  -0.532
O -20.368 -16.228 -8.746  0.126
C -22.098 -19.519 -8.267  -0.006
C -26.000 -21.128 -6.033  -0.041
O -18.286 -19.701 -6.922  0.136
O -23.021 -24.965 -8.254  0.147
O -30.689 -22.857 -9.154  0.121
H -22.694 -21.820 -0.243  0.095
C -25.005 -16.759 -5.794  -0.598
O -20.644 -24.663 -4.807  0.097
C -26.295 -25.885 -7.635  -0.330
H -21.964 -19.458 -9.347  0.099
O -21.390 -26.840 -5.429  0.153
H -28.706 -19.159 -2.143  0.135
C -28.599 -21.798 -3.853  -0.477
F -28.804 -22.310 -7.917  0.023
H -21.499 -20.358 -7.911  0.087
C -19.212 -16.487 -7.909  -0.306
H -27.793 -21.172 -1.249  0.162
F -22.893 -16.869 -10.377  0.099
C -24.603 -16.531 -7.912  -0.053
H -29.038 -15.076 -6.642  0.081
O -29.067 -19.451 -6.999  0.096
F -19.145 -15.714 -6.847  0.130
F -19.982 -21.748 -9.683  0.125
H -22.844 -19.139 -1.866  0.159
H -18.674 -23.702 -8.590  0.146
C -29.959 -24.233 -7.414  -0.069
O -30.192 -17.590 -7.450  0.069
H -21.771 -18.569 -7.844  0.077
C -18.344 -20.639 -7.706  -0.501
H -27.884 -15.966 -5.718  0.067
C -29.172 -20.043 -2.578  -0.082
C -26.028 -24.712 -6.745  -0.075
H -21.434 -21.232 -1.458  0.081
H -22.908 -24.197 -3.504  0.141
C -23.380 -16.118 -7.141  -0.364
C -23.254 -20.084 -1.510  -0.314
C -28.206 -18.399 -6.914  -0.143
C -23.930 -20.529 -2.779  -0.083
O -22.810 -25.056 -5.325  0.025
O -26.614 -19.156 -1.035  0.098
O -31.223 -19.655 -7.402  0.165
H -19.189 -17.483 -7.468  0.146
O -23.197 -20.971 -6.129  0.105
H -25.740 -25.060 -5.753  0.144
H -27.845 -18.370 -5.886  0.137
H -18.162 -17.053 -9.708  0.145
F -27.122 -25.586 -8.581  0.141
O -18.234 -20.503 -9.074  0.114
H -24.443 -17.468 -8.444  0.128

=====

Record 3
# C35H42IN4O3RuS4

C35H42IN4O3RuS4 as an isolated structure (wB97M-V/def2-TZVPD, OMol25).

spin multiplicity: 6
expectation value of S²: 8.842
E_HOMO (alpha / beta): -11.7 / -13.0 eV
energy above the lowest of the compared OMol25 structures with the same formula, charge and spin: 1.878 eV
net charge: +2
lowest unoccupied orbital energy (alpha / beta): -5.1 / -6.8 eV

Last column: Löwdin charge in e.
Element x y z (Å)
N 0.267 1.060 -2.613  0.169
C -3.434 -2.264 1.137  0.028
O -2.939 -2.150 -2.502  -0.071
C -2.769 -2.084 -1.170  -0.200
S 1.171 -1.982 3.133  0.891
C 3.444 -1.022 -0.799  -0.443
C -0.002 0.268 -1.554  -0.311
H 0.904 3.313 2.170  0.058
C -1.149 -1.492 0.532  -0.152
H 2.216 0.323 5.768  0.095
C 1.559 -0.200 5.073  -0.516
C -1.165 1.990 -5.868  0.006
H -4.308 -3.705 -2.605  0.106
H -3.994 -1.890 5.146  0.121
H 4.312 0.672 0.252  0.079
H 1.399 -4.198 2.393  0.051
H 2.770 -4.000 0.409  0.095
H 2.514 1.280 -2.097  0.149
C -4.166 -2.700 -3.004  -0.019
C 0.786 2.873 -0.341  -0.316
H -2.983 -4.030 5.113  0.082
H -1.085 -1.684 3.315  0.002
H 0.849 4.912 -0.752  0.139
C 2.866 4.001 -0.892  -0.044
H -4.195 -2.449 1.881  0.123
H 1.546 -2.733 0.302  0.057
H -3.293 -0.003 3.735  0.118
C 2.371 -1.042 4.095  -0.493
C -2.009 -2.131 1.586  -0.443
C 1.634 2.375 3.987  -0.488
H -1.163 1.594 1.245  0.035
H -2.342 2.776 0.680  0.113
Ru 0.032 -0.244 1.492  1.076
H 2.988 -1.756 4.643  0.103
C 2.829 1.508 -1.075  -0.276
H -0.991 3.324 1.693  0.096
C -0.665 -0.370 -5.933  -0.067
H 1.298 3.248 4.546  0.092
H -2.110 4.346 -4.680  0.103
H -1.531 2.875 -6.366  0.115
C -1.286 2.639 0.899  -0.049
C -3.234 -2.051 4.391  -0.074
N -0.913 -0.701 -1.743  0.191
H 0.251 -1.183 -4.173  0.124
C -0.701 2.056 -4.565  -0.216
H -0.449 4.641 -5.279  0.105
C 3.508 2.856 -1.100  -0.028
H -5.006 -2.058 -2.738  0.104
H 2.646 3.399 2.380  0.102
C 1.545 1.554 -0.193  -0.490
C -1.057 4.406 -4.405  -0.038
S 2.048 1.249 1.578  0.968
C -2.698 -3.370 4.306  -0.107
S 3.685 -1.781 0.825  0.912
H 2.935 -3.539 2.922  0.093
C 3.886 0.447 -0.728  -0.246
I -1.145 -5.864 3.780  0.977
H 3.016 -0.453 3.444  0.035
C -2.851 -0.985 3.650  -0.096
C -1.877 -3.971 3.295  -0.731
C -3.729 -2.370 -0.192  0.009
C -0.185 -0.304 -4.630  -0.029
C 1.771 2.764 2.519  -0.450
C 1.422 3.999 -0.657  0.024
N 0.591 0.422 -0.365  -0.065
H 0.551 2.009 -2.408  0.129
O -0.588 2.856 -0.310  -0.087
H 4.561 2.861 -1.352  0.126
C -1.531 -1.453 -0.757  -0.165
C 2.427 -3.068 0.860  -0.528
H -1.525 0.729 -7.556  0.118
H 0.911 -0.840 5.674  0.081
H -4.732 -2.641 -0.490  0.123
C -1.157 0.772 -6.540  -0.052
O -0.626 3.181 -3.808  -0.087
N -1.755 -1.174 2.743  -0.076
C -1.553 -3.498 2.062  -0.129
H 3.382 4.948 -0.960  0.118
C -0.233 0.894 -3.938  -0.154
H -1.375 -0.710 -2.645  0.136
H -0.922 5.172 -3.648  0.095
H -0.628 -1.307 -6.470  0.113
H 4.018 -1.559 -1.553  0.087
H 4.698 0.605 -1.439  0.123
S 0.455 1.030 4.322  0.855
H 2.391 -1.119 -1.062  0.058
C 2.057 -3.332 2.306  -0.477
H 2.598 2.080 4.400  0.089
H -4.052 -2.737 -4.081  0.102
H -1.010 -4.113 1.356  0.106

=====

The lowest energy above the lowest of the compared OMol25 structures with the same formula, charge and spin belongs to which entry? C35H42F4GeN6O2SSc